# 1
Entry from the OMol25 dataset: a molecular structure, C47H85BiN5O3P2SSi (ωB97M-V with the def2-TZVPD basis set).

Atoms and positions in Å:
Bi -0.0015 0.6510 -0.2439
C -3.3058 -2.7028 0.0646
C -3.5182 -1.9176 1.3639
C -3.9543 -2.9065 2.4444
P -2.0195 -0.8450 1.5996
C -2.2668 0.2579 3.0901
C -0.9147 0.5950 3.7179
C -3.2803 -0.1281 4.1659
C -0.7019 -2.0257 2.0249
C -0.8387 -2.7959 3.1884
C 0.0419 -3.7907 3.5648
C -0.1594 -4.6041 4.8153
C 1.1134 -4.0124 2.7039
C 1.3019 -3.2548 1.5674
C 0.4240 -2.2179 1.1938
N 0.7462 -1.3993 0.0786
C 1.9916 -1.6815 -0.5657
C 2.1219 -2.8122 -1.3614
C 3.3382 -3.1496 -1.9313
C 4.4673 -2.3623 -1.7315
C 5.7937 -2.7127 -2.3529
C 4.3237 -1.2116 -0.9649
C 3.1066 -0.8456 -0.3953
P 2.8604 0.7584 0.4402
C 4.0969 1.9273 -0.2766
C 3.7910 3.3219 0.2847
C 4.1704 1.9826 -1.7997
C 3.4545 0.5615 2.1895
C 2.6298 -0.4976 2.9174
C 4.9432 0.2532 2.3358
H -4.2307 -3.1996 -0.2379
H -2.9655 -2.0717 -0.7520
H -2.5508 -3.4767 0.2273
H -4.3243 -1.1901 1.2045
H -3.2345 -3.7196 2.5369
H -4.1032 -2.4620 3.4238
H -4.9051 -3.3496 2.1369
H -2.6375 1.1746 2.6183
H -0.5105 -0.2604 4.2610
H -0.1774 0.9001 2.9722
H -1.0269 1.4266 4.4177
H -2.9740 -1.0124 4.7252
H -3.3592 0.6911 4.8850
H -4.2760 -0.3036 3.7584
H -1.6855 -2.5950 3.8328
H -0.7531 -4.0588 5.5488
H -0.6783 -5.5410 4.6016
H 0.7954 -4.8582 5.2756
H 1.8358 -4.7881 2.9348
H 2.1820 -3.4569 0.9753
H 1.2588 -3.4522 -1.4966
H 3.4113 -4.0446 -2.5387
H 5.7933 -3.7324 -2.7348
H 6.0229 -2.0454 -3.1862
H 6.6034 -2.6213 -1.6284
H 5.1863 -0.5655 -0.8388
H 5.0659 1.6042 0.1052
H 2.8370 3.6874 -0.1056
H 3.7439 3.3356 1.3763
H 4.5695 4.0267 -0.0143
H 3.3300 2.5334 -2.2129
H 5.0923 2.4965 -2.0838
H 4.1683 1.0024 -2.2744
H 3.2454 1.5319 2.6530
H 2.8812 -1.4935 2.5514
H 2.8507 -0.4690 3.9864
H 1.5543 -0.3622 2.7951
H 5.2170 -0.6393 1.7686
H 5.5859 1.0759 2.0276
H 5.1605 0.0504 3.3867
N -1.2837 4.9415 2.7983
C 0.0620 4.8138 3.0361
C 0.4405 3.6989 2.3547
N -0.6431 3.1373 1.7112
C -1.6593 3.9131 2.0033
H -1.8856 5.6595 3.1647
H 0.6135 5.5131 3.6387
H 1.4224 3.2588 2.2921
H -2.6765 3.7801 1.6708
C -1.1197 -3.5222 -2.8289
C -1.0718 -2.0061 -2.9654
N -2.3888 -1.4092 -3.2250
C -3.1176 -1.9541 -4.3789
C -4.2324 -2.9295 -4.0193
C -2.8337 -0.3543 -2.5156
C -4.2303 0.1575 -2.7854
N -2.1518 0.1614 -1.5374
H -0.1012 -3.9045 -2.7594
H -1.5792 -4.0047 -3.6917
H -1.6628 -3.8261 -1.9346
H -0.3946 -1.7189 -3.7743
H -0.6785 -1.5710 -2.0494
H -2.3718 -2.4518 -4.9983
H -3.5066 -1.1409 -4.9864
H -3.8847 -3.6818 -3.3117
H -4.5832 -3.4398 -4.9175
H -5.0852 -2.4176 -3.5740
H -4.5145 0.1280 -3.8329
H -4.3099 1.1871 -2.4425
H -4.9428 -0.4519 -2.2260
H -2.7262 0.8637 -1.0808
C -0.5302 5.5068 -0.7098
C -0.9797 4.6209 -1.8605
C -2.1579 3.7418 -1.4582
C -1.3374 5.4859 -3.0627
O 0.1392 3.7500 -2.1261
Si 0.5540 2.7788 -3.3728
S 0.9590 0.8231 -2.6274
O -0.6945 2.7987 -4.4201
C -0.9541 2.2194 -5.7131
C -2.0288 1.1720 -5.4907
C 0.2940 1.5698 -6.2972
C -1.4669 3.3344 -6.6100
O 1.9600 3.1954 -4.0690
C 2.6168 4.3782 -4.5614
C 3.9024 3.8957 -5.2126
C 2.9208 5.3009 -3.3867
C 1.7404 5.0812 -5.5889
H -1.3465 6.1546 -0.3847
H 0.3043 6.1349 -1.0264
H -0.1973 4.8955 0.1289
H -3.0077 4.3545 -1.1513
H -1.8644 3.0990 -0.6228
H -2.4605 3.1130 -2.2979
H -2.1687 6.1420 -2.7986
H -1.6351 4.8782 -3.9156
H -0.4929 6.1157 -3.3462
H -1.6491 0.4284 -4.7893
H -2.2925 0.6824 -6.4302
H -2.9245 1.6346 -5.0694
H 0.6647 0.7813 -5.6373
H 1.0911 2.2997 -6.4316
H 0.0601 1.1298 -7.2674
H -2.3403 3.8081 -6.1583
H -1.7557 2.9354 -7.5839
H -0.7009 4.0928 -6.7624
H 4.5096 3.3463 -4.4936
H 4.4798 4.7436 -5.5851
H 3.6766 3.2333 -6.0498
H 3.6006 4.8156 -2.6849
H 2.0060 5.5579 -2.8514
H 3.3883 6.2208 -3.7411
H 1.5892 4.4474 -6.4629
H 2.2215 6.0031 -5.9199
H 0.7669 5.3350 -5.1694

Energy above the lowest of the compared OMol25 structures with the same formula, charge and spin: 9.5 kcal per mole
Charge: +1
Kohn-Sham gap: 0.2940 Eh
LUMO: -1.565 eV

***

# 2
Entry from the OMol25 dataset: 2 unconnected molecules or ions with the total composition C15H33N4O4 in a non-equilibrium geometry (ωB97M-V with the def2-TZVPD basis set).

Atoms and positions in Å:
C -3.7353 -1.5658 -1.1097
C -4.6723 -1.8794 -2.3181
C -5.2960 -0.6401 -2.9874
O -4.9263 -0.4828 -4.4086
C -3.8577 0.2129 -4.5463
N -2.9087 0.3327 -3.6459
C -1.9077 1.0967 -4.1181
N -0.8045 1.3964 -3.4710
C -0.5932 0.8453 -2.1227
C 0.2582 1.7894 -1.2320
C -0.2236 3.2605 -1.3430
C 1.7829 1.5937 -1.4352
N -2.2921 1.4496 -5.3545
N -3.4832 0.8988 -5.6245
H -3.8330 -0.4984 -0.8726
H -2.7028 -1.6817 -1.4647
H -3.8962 -2.2116 -0.2461
H -5.4994 -2.4921 -1.9359
H -4.1360 -2.5218 -3.0260
H -6.3798 -0.7933 -3.0118
H -5.1389 0.2767 -2.4136
H -0.1114 1.9847 -3.9105
H -1.5308 0.6772 -1.5885
H -0.1167 -0.1419 -2.2092
H 0.0404 1.4583 -0.2066
H -1.2714 3.2533 -1.6807
H -0.2348 3.6854 -0.3342
H 0.3635 3.8779 -2.0304
H 1.9386 0.5237 -1.6371
H 2.2904 1.8383 -0.4980
H 2.1533 2.1506 -2.3040
H -1.7536 2.0046 -6.0048
H -3.9864 0.9939 -6.4961
C 0.3860 0.4576 4.5832
O 1.1215 -0.5479 3.9166
C 1.3754 -0.2529 2.5557
C 2.7867 -0.6466 2.1537
O 3.8073 0.1801 2.6899
C 4.0769 0.0914 4.0867
C 4.7033 -1.2156 4.5313
O 3.7506 -2.2686 4.5173
C 4.2883 -3.5097 4.1095
H -0.6666 0.4316 4.2793
H 0.4484 0.2634 5.6530
H 0.8051 1.4512 4.3928
H 1.2261 0.8122 2.3450
H 0.6638 -0.8374 1.9550
H 2.8592 -0.5235 1.0680
H 2.9844 -1.7000 2.3548
H 3.1900 0.3284 4.6741
H 4.8034 0.8835 4.2837
H 5.0659 -1.1083 5.5604
H 5.5522 -1.4482 3.8792
H 4.9023 -3.4042 3.2088
H 3.4552 -4.1719 3.8744
H 4.8791 -3.9566 4.9155

Energy above the lowest of the compared OMol25 structures with the same formula, charge and spin: 33.0 kcal per mole
Charge: +1
Kohn-Sham gap: 0.2913 Eh
LUMO: -2.737 eV

***

Values of E_HOMO, in order: -9.6 -10.7, all in eV.
Values of E_tot, in order: -3926.47855 -1111.00131, all in Eh.